Record 1
Density functional theory data (ωB97M-V/def2-TZVPD) for the molecule C4H11F3NPSi in a non-equilibrium geometry.

Output
Energy in eV: -31141.183
HOMO energy in eV: -9.3

The geometry in ORCA input format:
```
! wB97M-V def2-TZVPD RIJCOSX def2/J DEFGRID3
* xyz 0 1
C 0.641 1.056 2.104
C 0.637 -2.092 -1.326
C 1.014 0.878 -1.472
C 1.210 -0.222 1.400
N -1.402 -0.448 -0.555
F -3.096 1.777 -0.944
F -2.663 1.125 1.339
F -4.023 -0.398 -0.087
Si -2.718 0.487 -0.091
P 0.142 -0.444 -0.593
H 0.959 1.916 1.489
H -0.467 0.955 1.900
H 0.945 1.111 3.146
H -0.300 -2.510 -1.654
H 1.240 -2.043 -2.255
H 1.188 -2.671 -0.658
H 1.991 0.392 -1.709
H 0.389 0.922 -2.358
H 1.135 1.639 -0.750
H 0.928 -1.049 1.952
H 2.253 -0.380 1.123
*
```

=====

Record 2
Density functional theory data (ωB97M-V/def2-TZVPD) for a cluster of 2 separate species, CH3BrClN in total in a non-equilibrium geometry.

Output
Energy in eV: -85134.372
Energy above the lowest of the compared OMol25 structures with the same formula, charge and spin in eV: 2.415
<S²>: 2.003
HOMO energy (spin up / spin down) in eV: -5.7 / -10.8

The geometry in ORCA input format:
```
! wB97M-V def2-TZVPD RIJCOSX def2/J DEFGRID3
* xyz 0 3
C -1.495 -0.477 0.665
N -0.348 -0.115 1.055
Cl -2.239 -0.590 -0.860
Br 1.822 -0.986 -2.337
H -2.055 -0.857 1.537
H 0.299 0.112 0.287
H 0.787 0.096 -2.720
*
```

=====

Record 3
Density functional theory data (ωB97M-V/def2-TZVPD) for the molecule C4H5NO in a non-equilibrium geometry.

Output
Energy in eV: -7764.773
Energy above the lowest of the compared OMol25 structures with the same formula, charge and spin in eV: 1.754
HOMO energy in eV: -8.7

The geometry in ORCA input format:
```
! wB97M-V def2-TZVPD RIJCOSX def2/J DEFGRID3
* xyz 0 1
O -1.402 1.956 -0.197
C -0.685 0.980 -0.109
C -0.964 -0.439 -0.369
C 0.306 -1.159 -0.399
C 1.212 -0.329 0.154
N 0.631 0.899 0.413
H -1.789 -0.764 -1.029
H -1.060 -0.068 0.896
H 0.442 -2.206 -0.640
H 2.206 -0.575 0.506
H 1.104 1.704 0.775
*
```

=====

Record 4
Density functional theory data (ωB97M-V/def2-TZVPD) for a structure of composition C25H32FMnO2 in a non-equilibrium geometry.

Output
Energy in eV: -64569.725
Energy above the lowest of the compared OMol25 structures with the same formula, charge and spin in eV: 3.133
<S²>: 6.089
HOMO energy (spin up / spin down) in eV: -6.3 / -7.7

The geometry in ORCA input format:
```
! wB97M-V def2-TZVPD RIJCOSX def2/J DEFGRID3
* xyz 0 5
O 0.210 0.051 -6.607
C 0.269 1.346 -7.303
C 0.253 0.738 -8.691
H 1.200 1.874 -7.073
H -0.606 1.970 -7.095
C 0.283 -0.594 -7.909
H 1.142 0.936 -9.283
H -0.667 0.908 -9.251
C 1.591 -1.323 -8.116
H 2.438 -0.652 -7.929
H 1.615 -1.680 -9.153
H 1.653 -2.194 -7.458
C -0.905 -1.471 -8.250
H -1.850 -0.932 -8.122
H -0.905 -2.377 -7.636
H -0.800 -1.769 -9.296
Mn -0.236 -0.361 -0.285
C -1.916 -0.743 0.922
C -1.596 0.640 1.069
C -1.656 1.267 -0.222
H -1.450 1.139 2.026
C -2.090 0.273 -1.168
C -2.233 -0.979 -0.476
H -2.637 -1.900 -0.879
H -1.977 -1.463 1.743
H -1.496 2.326 -0.410
H -2.377 0.457 -2.211
C 0.903 -1.513 1.040
C 0.136 -2.379 0.184
C 0.545 -2.135 -1.170
H -0.579 -3.119 0.519
C 1.650 -1.223 -1.135
C 1.850 -0.822 0.209
H 2.673 -0.211 0.568
H 0.822 -1.452 2.121
H 0.166 -2.663 -2.042
H 2.278 -0.933 -1.977
O 1.852 1.189 -4.557
C 0.681 0.477 -4.099
C -0.541 1.373 -4.283
H 0.804 0.263 -3.019
H 0.610 -0.467 -4.640
C 0.066 2.804 -4.285
H -1.299 1.172 -3.527
H -0.997 1.159 -5.254
C 1.597 2.567 -4.175
H -0.309 3.373 -3.428
H -0.188 3.328 -5.215
H 1.895 2.718 -3.116
H 2.173 3.231 -4.829
F 2.893 4.306 3.223
C 2.195 3.356 2.514
C 2.189 3.430 1.122
C 1.496 2.426 0.399
C 0.931 1.380 1.091
C 0.948 1.309 2.467
C 1.589 2.316 3.221
H 2.719 4.228 0.601
H 1.444 2.483 -0.689
H 0.471 0.494 3.020
H 1.621 2.271 4.306
*
```

=====

Record 5
Density functional theory data (ωB97M-V/def2-TZVPD) for a cluster of 2 separate species, C3H9O in total in a non-equilibrium geometry.

Output
Energy in eV: -5301.275
Energy above the lowest of the compared OMol25 structures with the same formula, charge and spin in eV: 1.071
<S²>: 0.754
HOMO energy (spin up / spin down) in eV: -10.8 / -10.2

The geometry in ORCA input format:
```
! wB97M-V def2-TZVPD RIJCOSX def2/J DEFGRID3
* xyz 0 2
C -0.909 -3.046 -3.523
H -0.353 -3.267 -2.562
H -1.579 -2.204 -3.218
H -1.252 -3.935 -4.022
H -0.042 -2.714 -4.114
C 0.912 2.324 1.781
O 0.423 3.427 1.075
C -0.014 1.380 2.588
H 1.771 2.556 2.510
H 1.467 1.686 1.057
H 0.701 0.587 3.035
H -0.818 1.161 1.960
H -0.307 2.045 3.432
*
```

=====

Record 6
Density functional theory data (ωB97M-V/def2-TZVPD) for a cluster of 2 separate species, C7H11N3OS3 in total in a non-equilibrium geometry.

Output
Energy in eV: -46454.335
HOMO energy in eV: -8.0

The geometry in ORCA input format:
```
! wB97M-V def2-TZVPD RIJCOSX def2/J DEFGRID3
* xyz 0 1
C -0.302 -1.414 -1.324
C -1.254 -1.866 -0.340
C -2.019 -2.310 0.478
C -1.376 1.310 -0.815
C -1.228 1.085 1.610
C -0.710 1.220 2.851
C 0.667 1.600 3.151
H 1.082 -2.358 -4.243
H 0.417 -3.299 -1.494
H 1.751 -0.605 -2.812
H -2.709 -2.676 1.207
H -1.964 0.390 -0.874
H -0.704 1.330 -1.670
H -2.056 2.168 -0.877
H 0.138 2.008 0.434
H -2.260 0.758 1.511
H -1.367 1.086 3.702
H 1.193 0.718 1.541
N 0.407 -2.432 -2.016
N -0.141 -0.158 -1.486
N -0.587 1.300 0.407
O 1.577 1.337 2.187
S -0.066 -2.729 -3.648
S 1.016 0.489 -2.519
S 1.140 2.307 4.547
*
```

=====

Record 7
Density functional theory data (ωB97M-V/def2-TZVPD) for a cluster of 4 separate species, C34H64FIN3O8S in total.

Output
Energy in eV: -78794.195
<S²>: 3.762
HOMO energy (spin up / spin down) in eV: -7.8 / -9.0

The geometry in ORCA input format:
```
! wB97M-V def2-TZVPD RIJCOSX def2/J DEFGRID3
* xyz 0 4
O -7.275 5.389 -0.440
C -6.725 5.112 -1.449
I -7.014 6.431 -3.152
C -5.840 3.886 -1.608
C -5.340 3.498 -2.999
C -6.449 2.819 -3.805
S -6.052 2.368 -5.475
O -4.804 1.665 -5.522
O -7.246 1.829 -6.060
O -4.108 2.790 -2.904
C -3.912 1.741 -2.054
O -2.975 1.749 -1.318
C -4.858 0.563 -2.148
C -4.165 -0.699 -1.658
F -5.133 -1.669 -1.479
H -4.983 4.074 -0.952
H -6.422 3.074 -1.154
H -5.057 4.417 -3.519
H -6.826 1.900 -3.346
H -7.290 3.514 -3.898
H -5.851 3.602 -6.004
H -5.194 0.424 -3.176
H -5.736 0.733 -1.513
H -3.451 -1.074 -2.392
H -3.658 -0.547 -0.708
C 1.659 0.335 3.133
C 1.364 -0.795 2.142
C 2.659 -1.388 1.582
C 3.390 -0.436 0.638
C 2.480 0.040 -0.494
C 1.128 0.598 -0.039
N 0.532 -0.344 0.969
O -0.113 -1.309 0.433
C 1.272 2.021 0.514
C 0.163 0.690 -1.213
C 0.568 -1.853 2.901
H 2.058 -0.114 4.044
H 2.399 1.048 2.787
H 0.746 0.873 3.392
H 2.413 -2.308 1.043
H 3.301 -1.670 2.421
H 3.795 0.418 1.189
H 4.251 -0.948 0.203
H 2.990 0.814 -1.072
H 2.303 -0.797 -1.177
H 0.313 2.375 0.895
H 1.577 2.678 -0.302
H 2.011 2.125 1.300
H 0.057 -0.260 -1.732
H 0.536 1.430 -1.924
H -0.820 1.012 -0.874
H -0.380 -1.450 3.262
H 1.156 -2.179 3.761
H 0.354 -2.717 2.278
C -5.214 -3.536 2.245
C -3.794 -3.117 2.643
C -2.849 -4.321 2.643
C -3.137 -5.297 3.783
C -3.119 -4.597 5.141
C -3.991 -3.336 5.223
N -3.730 -2.490 4.009
O -2.735 -1.702 4.153
C -5.475 -3.687 5.371
C -3.605 -2.516 6.451
C -3.334 -2.080 1.629
H -5.208 -3.759 1.178
H -5.576 -4.425 2.750
H -5.922 -2.724 2.416
H -1.822 -3.955 2.733
H -2.928 -4.821 1.675
H -4.093 -5.804 3.626
H -2.378 -6.081 3.782
H -3.448 -5.285 5.925
H -2.088 -4.317 5.379
H -6.079 -2.779 5.360
H -5.620 -4.181 6.333
H -5.854 -4.357 4.608
H -2.539 -2.307 6.479
H -3.876 -3.084 7.343
H -4.139 -1.567 6.467
H -3.984 -1.203 1.658
H -3.376 -2.513 0.628
H -2.311 -1.757 1.804
C 6.099 2.958 -3.922
C 5.813 1.738 -3.040
C 5.635 2.153 -1.577
C 6.940 2.618 -0.933
C 8.038 1.561 -1.063
C 8.249 1.030 -2.489
N 6.907 0.710 -3.085
O 6.497 -0.464 -2.793
C 9.039 2.021 -3.348
C 9.056 -0.264 -2.445
C 4.541 1.089 -3.574
H 5.176 3.533 -4.008
H 6.850 3.631 -3.522
H 6.402 2.652 -4.924
H 5.246 1.297 -1.017
H 4.878 2.941 -1.529
H 7.267 3.568 -1.364
H 6.766 2.813 0.127
H 8.991 1.962 -0.708
H 7.789 0.715 -0.415
H 9.118 1.651 -4.372
H 10.047 2.108 -2.940
H 8.621 3.020 -3.379
H 8.617 -0.994 -1.773
H 10.065 -0.029 -2.099
H 9.124 -0.711 -3.437
H 4.672 0.760 -4.606
H 3.731 1.821 -3.548
H 4.248 0.230 -2.978
*
```

=====

Record 8
Density functional theory data (ωB97M-V/def2-TZVPD) for a structure of composition C28H28ClO2RhSi2.

Output
Energy in eV: -64872.405
Energy above the lowest of the compared OMol25 structures with the same formula, charge and spin in eV: 0.159
HOMO energy in eV: -7.8

The geometry in ORCA input format:
```
! wB97M-V def2-TZVPD RIJCOSX def2/J DEFGRID3
* xyz 0 1
Rh 0.169 0.572 0.979
Cl -2.729 -4.828 5.285
C -2.347 -3.615 4.100
C -3.310 -3.299 3.112
C -3.051 -2.353 2.170
C -1.810 -1.631 2.140
O -1.631 -0.746 1.252
C -0.837 -1.990 3.135
C 0.454 -1.426 3.208
O 1.024 -0.588 2.470
C -1.149 -2.981 4.109
H -4.257 -3.824 3.121
H -3.776 -2.099 1.407
H 1.068 -1.788 4.045
H -0.405 -3.227 4.857
C 2.899 2.919 -0.049
Si 2.200 1.725 1.238
C 1.862 2.753 2.789
C 3.608 0.518 1.629
H 3.888 3.253 0.282
H 2.276 3.805 -0.149
H 3.019 2.469 -1.036
H 2.724 3.383 3.028
H 1.664 2.116 3.654
H 1.002 3.410 2.643
H 4.557 1.060 1.681
H 3.721 -0.273 0.888
H 3.438 0.039 2.592
C -3.807 -2.395 -2.539
C -2.708 -3.044 -1.986
C -1.610 -2.310 -1.573
C -1.583 -0.919 -1.700
C -2.691 -0.285 -2.258
C -3.797 -1.016 -2.676
Si -0.076 0.048 -1.168
C 1.338 -0.483 -2.262
C 1.078 -1.085 -3.497
C 2.115 -1.454 -4.341
C 3.431 -1.232 -3.961
C 3.709 -0.641 -2.736
C 2.668 -0.270 -1.898
C -0.509 1.812 -0.845
C -1.514 1.955 0.144
C -1.836 3.239 0.642
C -1.244 4.347 0.103
C -0.310 4.219 -0.944
C 0.075 2.984 -1.384
H -4.667 -2.967 -2.863
H -2.713 -4.121 -1.875
H -0.763 -2.828 -1.134
H -2.700 0.794 -2.366
H -4.649 -0.506 -3.107
H 0.054 -1.274 -3.800
H 1.895 -1.918 -5.294
H 4.241 -1.523 -4.618
H 4.734 -0.472 -2.433
H 2.889 0.185 -0.944
H -2.156 1.126 0.419
H -2.596 3.340 1.407
H -1.519 5.334 0.454
H 0.119 5.109 -1.387
H 0.832 2.896 -2.153
*
```

=====

Computed molar mass (g mol⁻¹) in order:
189.19 144.40 83.09 438.46 61.10 249.39 820.87 591.06